{
  "formula": "C5H10NO",
  "method": "ωB97M-V with the def2-TZVPD basis set",
  "symbols": ["H", "H", "C", "H", "H", "H", "C", "N", "H", "C", "H", "C", "H", "H", "O", "H", "C"],
  "coordinates": [[-1.19541, 0.82567, -2.35533], [-1.76900, -2.93509, -3.79809], [-1.13624, -0.00891, -1.73123], [0.48536, -0.89893, -0.28350], [-1.91769, 0.13611, -1.06053], [2.26117, 1.31064, 1.68919], [1.40941, 0.47065, 1.77559], [-1.42735, -1.12320, -2.51752], [-0.48667, -0.08222, 1.48203], [0.06632, 0.84534, 1.25696], [1.14313, 0.25760, -1.60838], [0.25395, -0.00269, -0.96573], [1.58155, -0.47776, 1.22120], [-0.36546, 1.62224, 1.93064], [0.06418, 1.12704, -0.10541], [1.55564, 0.16230, 2.82939], [-1.66047, -2.04531, -3.15027]],
  "lowdin_charge": [0.138, 0.164, -0.077, 0.138, 0.135, 0.138, -0.099, 0.153, 0.120, -0.327, 0.153, -0.118, 0.062, 0.142, -0.156, 0.089, 0.345],
  "e_homo_ev": -13.7359,
  "gap_ev": 9.1,
  "charge": 1,
  "e_tot_ha": -326.13229,
  "e_above_lowest_kcal_mol": 93.82
}

---

{
  "formula": "C5H10NO",
  "method": "ωB97M-V with the def2-TZVPD basis set",
  "symbols": ["C", "H", "H", "C", "H", "H", "O", "H", "C", "N", "C", "H", "H", "H", "H", "C", "H"],
  "coordinates": [[1.79437, -0.45513, -0.54702], [2.04520, 1.50168, -1.48101], [-1.77081, 1.92323, 0.77212], [-1.38761, 0.04428, 0.56278], [0.62440, 1.39212, -0.41139], [1.99803, -0.51697, 1.56928], [-0.93837, 1.39438, 0.60100], [1.76138, -1.09342, -1.47490], [-2.55875, -0.41582, 0.08769], [1.69296, 1.11605, -0.57015], [1.97953, -1.00279, 0.60170], [-4.57260, -1.06981, 0.54205], [-0.59125, -0.66740, 0.72499], [-4.01201, -1.06299, -1.20193], [1.98874, -2.09980, 0.48708], [-3.75388, -0.83273, -0.18530], [2.05929, 1.52506, 0.35960]],
  "lowdin_charge": [-0.138, 0.176, 0.146, -0.179, 0.151, 0.096, -0.086, 0.148, -0.066, 0.164, 0.019, 0.098, 0.077, 0.063, 0.105, 0.032, 0.195],
  "e_homo_ev": -12.6653,
  "gap_ev": 9.3,
  "charge": 1,
  "e_tot_ha": -326.13008,
  "e_above_lowest_kcal_mol": 95.21
}

---

{
  "formula": "C5H10NO",
  "method": "ωB97M-V with the def2-TZVPD basis set",
  "symbols": ["C", "H", "C", "C", "C", "C", "H", "H", "H", "H", "H", "H", "N", "H", "O", "H", "H"],
  "coordinates": [[-2.22817, 0.83206, -0.06396], [1.76057, 0.76116, -2.02216], [1.78640, 0.72498, -0.88774], [0.66726, 0.20240, 0.09352], [-0.35524, -0.67780, -0.63486], [-1.81838, -0.46496, -0.08261], [1.26022, -0.11430, 2.22751], [-2.45239, -1.28167, 0.14542], [0.27121, 1.09426, 0.62654], [2.10930, -0.77917, 1.12525], [-0.30846, -0.23348, -1.64512], [-2.05190, 1.53512, -1.02317], [1.21234, -0.60153, 1.38674], [0.53866, -1.39333, 1.54839], [2.89392, 0.98400, -0.44675], [-3.10603, 1.16468, 0.47327], [-0.17931, -1.75242, -0.82025]],
  "lowdin_spin": [0.456, 0.002, 0.002, 0.023, 0.056, 0.363, 0.000, 0.021, 0.007, 0.000, 0.017, 0.013, 0.004, 0.001, 0.008, 0.029, 0.000],
  "e_homo_ev": [-18.8034, -18.7569],
  "gap_ev": [8.4, 5.5],
  "spin_multiplicity": 2,
  "charge": 2,
  "e_tot_ha": -325.64848,
  "e_above_lowest_kcal_mol": 43.10
}

---

{
  "formula": "C5H10NO2",
  "method": "ωB97M-V with the def2-TZVPD basis set",
  "symbols": ["H", "O", "N", "C", "H", "H", "H", "C", "H", "H", "C", "H", "C", "H", "C", "H", "H", "O"],
  "coordinates": [[-0.01458, -0.47556, 2.43231], [1.19137, 1.01821, 1.65806], [0.66360, 0.02801, -1.84973], [-0.35480, 0.35162, -2.86111], [-1.21858, -0.32300, -2.73352], [1.75918, 1.85446, -0.07368], [-0.00569, -1.66772, -0.03282], [-0.82823, -0.91840, 1.68825], [-0.45166, 1.45163, -2.81264], [2.33733, 0.23487, 0.22866], [-0.51592, -0.77604, 0.16736], [0.99163, -0.95588, -1.80299], [1.49067, 0.92648, 0.41417], [0.05170, 0.01743, -3.91884], [0.24154, 0.47170, -0.40778], [-0.55519, 1.23841, -0.57792], [-1.50812, -0.90686, -0.31614], [-1.97022, -1.14271, 1.91073]],
  "lowdin_charge": [0.134, -0.309, -0.139, -0.186, 0.052, 0.066, 0.071, -0.281, 0.071, 0.083, -0.133, 0.089, -0.550, 0.085, -0.277, 0.129, 0.102, -0.008],
  "e_homo_ev": -2.6972,
  "gap_ev": 6.5,
  "charge": -1,
  "e_tot_ha": -401.67734,
  "e_above_lowest_kcal_mol": 93.80
}

---

{
  "formula": "C5H10NO2",
  "method": "ωB97M-V with the def2-TZVPD basis set",
  "symbols": ["C", "H", "C", "H", "H", "H", "O", "H", "H", "H", "O", "C", "C", "N", "H", "C", "H", "H"],
  "coordinates": [[-0.25180, 0.94230, 0.69494], [0.35040, 0.37701, -2.24791], [-0.22486, -0.22051, -1.54354], [0.66512, -0.96278, 1.01745], [0.40046, 0.30129, 3.19439], [-1.70134, -0.28179, -3.13112], [-0.87560, -2.17687, -2.80158], [-1.52569, 1.24716, -0.83933], [1.78366, 0.22583, 0.46424], [1.98944, -0.46385, 2.92568], [-0.71383, 1.81417, 1.43425], [-1.33005, -1.00091, -2.34777], [1.30083, 0.30968, 2.58491], [-0.76355, 0.67170, -0.51474], [-2.17641, -1.11067, -1.63094], [0.92570, 0.08992, 1.12355], [0.40062, -1.03271, -1.18034], [1.74690, 1.27103, 2.79785]],
  "lowdin_charge": [-0.518, 0.098, -0.199, 0.111, 0.068, 0.071, -0.367, 0.139, 0.114, 0.063, -0.008, -0.562, -0.118, 0.059, 0.071, -0.176, 0.092, 0.062],
  "e_homo_ev": -2.6398,
  "gap_ev": 6.2,
  "charge": -1,
  "e_tot_ha": -401.76169,
  "e_above_lowest_kcal_mol": 40.87
}

---

{
  "formula": "C5H10NO2",
  "method": "ωB97M-V with the def2-TZVPD basis set",
  "symbols": ["C", "H", "H", "C", "N", "H", "H", "H", "H", "C", "C", "H", "O", "H", "O", "H", "H", "C"],
  "coordinates": [[-2.04184, -0.31328, 0.27401], [0.26527, -1.39549, 0.36499], [-2.74972, 0.44049, -0.12259], [1.40244, -0.09288, -1.05422], [-1.05233, -0.52788, -0.81904], [-1.25033, 0.26261, -1.41895], [-2.65052, -1.20470, 0.51883], [1.07789, -0.12425, -2.09805], [3.58822, -0.56320, -1.03988], [-0.05717, 0.67585, 0.94619], [0.25382, -0.42709, -0.11945], [2.51469, -1.86329, -1.62996], [-1.37406, 0.03326, 1.43474], [2.54065, -1.64148, -0.00024], [-0.23956, 1.88190, 0.51225], [0.66071, 0.55727, 1.77829], [1.70975, 0.93476, -0.87426], [2.63220, -1.04605, -0.91767]],
  "lowdin_spin": [0.005, 0.012, 0.001, 0.034, 0.002, 0.000, 0.001, 0.013, 0.148, 0.007, 0.011, 0.125, 0.005, 0.083, 0.004, 0.008, 0.011, 0.531],
  "e_homo_ev": [4.3090, -0.3371],
  "gap_ev": [2.2, 6.7],
  "spin_multiplicity": 2,
  "charge": -2,
  "e_tot_ha": -401.57814,
  "e_above_lowest_kcal_mol": 66.12
}

---

{
  "formula": "C5H10NO2S",
  "method": "ωB97M-V with the def2-TZVPD basis set",
  "symbols": ["H", "H", "H", "C", "H", "S", "H", "N", "C", "H", "H", "C", "C", "H", "H", "H", "O", "O", "C"],
  "coordinates": [[1.66716, -0.93734, -1.44384], [-0.10335, 0.34148, 1.62235], [-0.38045, 1.96867, 0.78944], [-3.26222, -0.42911, -0.47167], [-1.48271, -1.75399, -0.32865], [1.95254, -0.42319, -0.22984], [3.54720, 0.67896, 0.67817], [-1.52811, 0.33584, 0.28212], [-2.05924, -1.10644, 0.23238], [-2.34793, -1.54846, 1.18811], [-4.19719, -0.87643, -0.76170], [-2.63497, 0.74278, -0.41917], [3.56950, 0.25035, -0.26768], [-2.85017, 1.71818, -0.95178], [4.42020, -0.27359, -0.40855], [3.46530, 1.10912, -0.94981], [1.75258, -1.37718, 0.82468], [1.03023, 0.68778, -0.26236], [-0.55837, 0.89256, 0.87780]],
  "lowdin_spin": [0.002, 0.014, 0.007, 0.713, 0.004, 0.021, 0.000, 0.156, 0.061, 0.007, 0.035, 0.502, 0.007, 0.013, 0.001, 0.001, 0.002, 0.085, 0.368],
  "e_homo_ev": [-9.8014, -15.3200],
  "gap_ev": [6.9, 8.5],
  "spin_multiplicity": 3,
  "charge": 1,
  "e_tot_ha": -799.39937,
  "e_above_lowest_kcal_mol": 60.33
}

---

{
  "formula": "C5H10NOS",
  "method": "ωB97M-V with the def2-TZVPD basis set",
  "symbols": ["N", "H", "H", "H", "H", "H", "O", "H", "C", "S", "C", "H", "C", "H", "H", "C", "C", "H"],
  "coordinates": [[1.28349, 2.26546, 0.07875], [0.46626, -1.03691, 2.32360], [1.71725, 0.19129, 0.30540], [-1.45144, 0.53074, -2.54440], [-1.07927, -1.61536, 2.61405], [0.86562, -0.47716, -1.58698], [1.79962, 2.81244, 1.09977], [-0.22231, -2.24462, 1.27205], [0.47993, 0.56512, -1.42674], [-1.77905, -0.67312, -0.39108], [-0.37822, -1.37366, 1.80818], [-1.38138, 1.61851, -0.98242], [1.11828, 1.00847, -0.18160], [-1.41996, 0.68987, 1.34554], [1.11592, 2.91868, -0.71631], [-0.98902, -0.24833, 0.97916], [-1.06639, 0.63412, -1.45653], [0.81185, 1.15739, -2.31119]],
  "lowdin_charge": [-0.238, 0.019, 0.131, 0.070, 0.039, 0.110, -0.230, 0.017, -0.301, 0.670, -0.234, 0.074, -0.178, 0.029, 0.158, -0.714, -0.521, 0.099],
  "e_homo_ev": [-1.1876, -1.1916],
  "gap_ev": [4.9, 4.9],
  "charge": -1,
  "e_tot_ha": -724.54661,
  "e_above_lowest_kcal_mol": 129.78
}

---

{
  "formula": "C5H10NOS",
  "method": "ωB97M-V with the def2-TZVPD basis set",
  "symbols": ["H", "C", "H", "C", "N", "H", "H", "C", "H", "H", "C", "H", "H", "S", "C", "H", "H", "O"],
  "coordinates": [[1.05366, 1.47657, -0.60106], [0.97914, -1.18736, 0.18176], [-0.56817, 1.55691, -2.24563], [-0.51304, 0.59651, -1.69043], [0.17791, -0.14683, 0.43555], [0.03888, -3.17777, 1.08894], [1.90466, -3.05543, 1.06563], [-0.93082, 1.91321, 0.51204], [-0.56280, -0.35167, 1.11746], [0.76806, -2.49854, 2.06376], [-0.00715, 1.07898, -0.40148], [-1.51334, 0.25348, -1.89569], [0.13538, -0.11474, -2.29469], [-1.33487, 3.69198, -0.00523], [0.84467, -2.45512, 1.08047], [-0.42330, 2.23568, 1.42569], [-1.87981, 1.47173, 0.78833], [1.83095, -1.28758, -0.62541]],
  "lowdin_spin": [0.000, 0.000, 0.003, 0.003, -0.001, 0.000, 0.000, 0.084, 0.000, 0.000, 0.001, 0.000, 0.000, 0.874, 0.000, 0.028, 0.006, 0.000],
  "e_homo_ev": [-9.6935, -9.3474],
  "gap_ev": [10.4, 7.2],
  "spin_multiplicity": 2,
  "e_tot_ha": -724.58860,
  "e_above_lowest_kcal_mol": 47.39
}

---

{
  "formula": "C5H10NOS",
  "method": "ωB97M-V with the def2-TZVPD basis set",
  "symbols": ["H", "H", "H", "S", "C", "H", "O", "H", "N", "H", "H", "H", "C", "H", "C", "C", "C", "H"],
  "coordinates": [[-2.57174, 0.77863, -1.45499], [-1.62877, 2.16892, -0.48777], [2.23912, -0.95611, 1.95936], [1.72386, -0.91722, 0.62040], [0.17926, 1.14496, 0.44793], [0.19350, 2.18892, 0.12410], [2.72200, -1.74740, 0.04002], [1.93938, 0.78689, -0.93160], [-0.87077, 0.40080, -0.37675], [-0.12345, 1.06227, 1.53175], [-1.36588, -1.44341, -1.08814], [-1.25194, 1.40244, -2.21248], [-0.84742, -0.89823, -0.27298], [-0.00188, -2.73105, 0.55814], [-1.61824, 1.26079, -1.15621], [-0.11255, -1.60450, 0.75876], [1.58470, 0.72496, 0.11260], [-0.18916, -1.62165, 1.82787]],
  "lowdin_charge": [0.124, 0.134, 0.128, 0.896, -0.212, 0.121, -0.368, 0.092, -0.130, 0.154, 0.173, 0.144, -0.054, 0.145, -0.022, -0.150, -0.276, 0.101],
  "e_homo_ev": -12.8111,
  "gap_ev": 7.4,
  "charge": 1,
  "e_tot_ha": -724.24699,
  "e_above_lowest_kcal_mol": 118.86
}

---

{
  "formula": "C5H10NP",
  "method": "ωB97M-V with the def2-TZVPD basis set",
  "symbols": ["H", "H", "H", "H", "P", "H", "C", "C", "H", "H", "C", "N", "C", "H", "H", "H", "C"],
  "coordinates": [[-2.65347, 0.73926, -1.25219], [2.10216, 1.96888, -0.17460], [1.29602, -2.29631, -0.54115], [-0.34819, 2.32339, 0.21499], [-2.34186, 0.08950, 0.10536], [-0.10209, -1.51522, -1.30644], [0.22340, -1.94279, -0.27855], [1.58811, -0.01339, 0.58550], [-0.15029, 1.33479, -1.28225], [-2.85302, 1.47691, 0.52599], [1.41917, 1.19982, 0.01571], [-0.67448, 0.27766, 0.34368], [0.28882, -0.79182, 0.68749], [0.27022, -1.06617, 1.78044], [-0.49602, -2.75387, -0.09462], [2.45512, -0.46467, 0.94106], [-0.02360, 1.43404, -0.27043]],
  "lowdin_charge": [-0.100, 0.085, 0.100, 0.106, 0.751, 0.102, -0.092, -0.049, 0.078, -0.094, -0.043, -0.461, -0.427, 0.145, 0.065, 0.084, -0.251],
  "e_homo_ev": -8.6625,
  "gap_ev": 9.7,
  "e_tot_ha": -592.54159,
  "e_above_lowest_kcal_mol": 23.77
}

---

{
  "formula": "C5H10NP",
  "method": "ωB97M-V with the def2-TZVPD basis set",
  "symbols": ["C", "H", "P", "H", "H", "H", "N", "H", "C", "H", "H", "H", "C", "C", "C", "H", "H"],
  "coordinates": [[-2.15115, -1.08071, 0.31569], [-2.96012, -1.03206, -0.45537], [3.09634, 0.33987, -0.16144], [-1.71323, 1.25887, -1.45278], [3.97454, -0.69788, 0.10219], [2.24997, 0.76331, 1.00733], [-0.37638, 0.65568, 1.20737], [-0.19379, -2.14823, 0.78565], [-0.48853, 1.66239, 0.39107], [0.05161, 2.55145, 0.40022], [-0.47744, -2.14929, -0.99346], [-2.51863, -1.37738, 1.26449], [-0.84599, 0.92257, -0.87103], [-0.76607, -1.67165, 0.08199], [-0.88771, -0.22005, 0.19038], [4.08562, 1.43942, -0.16659], [-0.07902, 0.78367, -1.64573]],
  "lowdin_charge": [-0.059, 0.116, 0.580, 0.102, -0.221, -0.140, 0.133, 0.063, -0.139, 0.081, 0.154, 0.078, -0.079, -0.099, -0.508, -0.161, 0.099],
  "e_homo_ev": -9.2259,
  "gap_ev": 10.2,
  "e_tot_ha": -592.45302,
  "e_above_lowest_kcal_mol": 79.36
}